Entry 1:
A molecular structure, C35H29BrIN6ORhS3. Source: OMol25; level of theory: the ωB97M-V functional and the def2-TZVPD basis.

```
77
C35H29BrIN6ORhS3 | OMol25 | the ωB97M-V functional and the def2-TZVPD basis
Rh 0.80627 -0.49708 -0.37990
C -3.16131 1.35526 -0.68258
C -1.99944 0.42141 -0.89933
N -0.90059 0.60670 -0.22492
N -0.92420 1.64798 0.70251
C 0.14278 1.79490 1.39663
S 1.58860 0.84402 1.31165
S 0.14455 3.07233 2.63522
C -0.09674 4.55773 1.60393
C -1.50415 4.83342 1.16045
C -1.91584 4.52905 -0.13161
C -3.20975 4.81054 -0.54716
C -4.11074 5.39468 0.33065
C -3.70960 5.69824 1.62545
C -2.41418 5.42264 2.03353
C -2.17675 -0.68251 -1.84261
C -3.48789 -0.89502 -2.33778
C -3.81172 -1.90069 -3.20815
C -2.79916 -2.76216 -3.65242
C -1.51975 -2.60030 -3.20171
C -1.16222 -1.58206 -2.27847
O 0.08848 -1.58066 -1.92096
H -2.86318 2.21826 -0.10413
H -3.95260 0.83502 -0.13866
H -3.56350 1.67414 -1.64299
H 0.58216 4.49170 0.75696
H 0.25697 5.36106 2.25279
H -1.21726 4.05709 -0.81307
H -3.51267 4.56867 -1.55859
H -5.12011 5.61522 0.00819
H -4.40639 6.15539 2.31625
H -2.10445 5.66241 3.04467
H -4.28383 -0.24726 -2.00502
H -4.83183 -2.02206 -3.54533
H -3.02722 -3.55981 -4.34883
H -0.71923 -3.25525 -3.52014
S 2.78792 -1.74632 -0.44745
C 2.15097 -3.02405 0.56866
N 2.77953 -4.10112 0.91815
N 4.00511 -4.24606 0.47045
C 4.77436 -5.36581 0.80562
C 6.06994 -5.44787 0.30403
C 6.85953 -6.54253 0.61251
C 6.36670 -7.55899 1.41863
C 5.07308 -7.46726 1.91390
C 4.27014 -6.37839 1.61512
N 0.87195 -2.97026 1.09872
N 0.20950 -1.94996 0.84807
C -1.14403 -1.94308 1.34304
C -1.49026 -1.06047 2.35265
C -2.80853 -1.01817 2.77517
C -3.75763 -1.84499 2.18552
C -3.39059 -2.72750 1.17985
C -2.07195 -2.78326 0.75242
H 4.41421 -3.51760 -0.10571
H 6.45463 -4.65416 -0.32595
H 7.86608 -6.59950 0.21908
H 6.98453 -8.41371 1.65842
H 4.67939 -8.25441 2.54398
H 3.26323 -6.30163 1.99826
H -0.73345 -0.42018 2.78637
H -3.09607 -0.33406 3.56248
H -4.78778 -1.80056 2.51465
H -4.13023 -3.36921 0.71976
H -1.75935 -3.44875 -0.04190
Br -0.51584 3.42728 -3.26030
C 0.99293 3.94451 -2.24674
C 1.10869 5.28183 -1.89057
C 2.18687 5.70333 -1.12973
C 3.14203 4.79109 -0.70603
C 3.02664 3.45523 -1.05476
C 1.95868 3.03124 -1.83864
I 1.92379 1.03106 -2.41888
H 0.34896 5.98202 -2.20842
H 2.27071 6.74742 -0.85868
H 3.97745 5.11492 -0.09978
H 3.76462 2.73691 -0.72649
```

The energy above the lowest of the compared OMol25 structures with the same formula, charge and spin comes out at 0.0 kcal/mol. As for the charge: 0. For the orbital gap (spin up / spin down), the calculation gives 6.8 / 6.8 eV. The calculation puts the HOMO energy (spin up / spin down) at -7.426 / -7.425 eV. The value obtained for the energy is -5931.74371 hartree.

Here are the Mulliken charges for atoms 1 to 4, given in e: atom 1 (Rh): -0.2007, atom 2 (C): -1.6396, atom 3 (C): 0.5800, atom 4 (N): 1.6907

---

Entry 2:
A molecular structure, C35H29ClIrN3O5PSTe. Source: OMol25; level of theory: the ωB97M-V functional and the def2-TZVPD basis.

```
77
C35H29ClIrN3O5PSTe | OMol25 | the ωB97M-V functional and the def2-TZVPD basis
Ir 0.27692 0.26031 0.35611
O -0.53798 -2.06143 -2.82275
C 0.22706 -1.55970 -2.01462
O -0.01876 -0.36167 -1.54092
C 1.48156 -2.31578 -1.62753
C 1.63372 -3.56038 -2.23978
C 2.74332 -4.35181 -1.99950
C 3.74035 -3.90602 -1.14049
C 3.61233 -2.67014 -0.52675
C 2.49151 -1.87091 -0.75703
P 2.43151 -0.25178 0.04189
C 3.35880 0.82473 -1.07944
C 2.72621 1.64490 -2.00642
C 3.48150 2.35603 -2.92976
C 4.86139 2.24110 -2.93961
C 5.49781 1.41181 -2.02211
C 4.75273 0.70472 -1.09658
C 3.34330 -0.28140 1.60450
C 3.86717 0.92794 2.06835
C 4.40424 1.01148 3.34512
C 4.42046 -0.10393 4.16970
C 3.90030 -1.30883 3.71655
C 3.35606 -1.39571 2.44488
H 0.85888 -3.89205 -2.91553
H 2.83139 -5.31170 -2.48961
H 4.61604 -4.51164 -0.94996
H 4.39427 -2.32772 0.13806
H 1.64844 1.73411 -2.01630
H 2.98614 3.00118 -3.64283
H 5.44531 2.79691 -3.66076
H 6.57519 1.31754 -2.02851
H 5.26095 0.06769 -0.38408
H 3.86226 1.80415 1.43253
H 4.82072 1.94871 3.69016
H 4.84810 -0.03875 5.16137
H 3.92588 -2.18428 4.35165
H 2.97441 -2.35111 2.10433
S -2.13816 -3.05264 2.08192
C -0.60275 -3.73834 1.80237
C 0.24211 -2.81012 1.29687
N -0.31717 -1.56352 1.13854
C -1.59004 -1.56943 1.50933
H -0.39009 -4.77383 2.01006
H 1.26018 -2.99972 1.00012
H -2.22164 -0.69486 1.46902
O -1.87456 2.93185 -1.06505
N -1.23271 2.11117 -0.50983
O 0.07104 2.12860 -0.50969
O -1.70895 1.11273 0.12307
Cl 0.86190 -0.12127 5.95904
C 0.85225 0.90509 4.58404
C 1.13903 2.25447 4.68858
C 1.14299 3.00733 3.52827
C 0.86832 2.40323 2.31842
N 0.56645 1.09310 2.22631
C 0.56399 0.35894 3.34688
H 1.35879 2.69509 5.65162
H 1.37020 4.06347 3.55316
H 0.88597 2.96565 1.39895
H 0.35362 -0.69461 3.26043
C -3.41758 -1.07417 -3.04680
Te -2.00080 0.32286 -3.74845
C -3.61950 1.69219 -3.80828
C -4.87700 0.88047 -3.61436
C -6.12997 1.45897 -3.79175
C -7.27381 0.70196 -3.60876
C -7.17396 -0.63813 -3.25279
C -5.93008 -1.21797 -3.07579
C -4.77705 -0.45861 -3.25359
H -3.16881 -1.24600 -1.99699
H -3.24883 -2.00756 -3.58234
H -3.58767 2.22240 -4.76118
H -3.44865 2.42126 -3.01231
H -6.20825 2.50061 -4.07708
H -8.24575 1.15316 -3.75354
H -8.06791 -1.23239 -3.12259
H -5.85260 -2.26454 -2.80804
```

The energy above the lowest of the compared OMol25 structures with the same formula, charge and spin comes out at 0.0 kcal/mol. As for the charge: +2. For the orbital gap (spin up / spin down), the calculation gives 8.5 / 6.1 eV. The calculation puts the HOMO energy (spin up / spin down) at -13.658 / -13.657 eV. The value obtained for the energy is -3463.15049 hartree. Its multiplicity is 2.

Here are the Mulliken charges for atoms 1 to 4, given in e: atom 1 (Ir): 2.9106, atom 2 (O): -0.6641, atom 3 (C): 0.6787, atom 4 (O): -0.7377

---

Entry 3:
A molecular structure, C35H29N9OReS2. Source: OMol25; level of theory: the ωB97M-V functional and the def2-TZVPD basis.

```
77
C35H29N9OReS2 | OMol25 | the ωB97M-V functional and the def2-TZVPD basis
Re 0.88739 0.15674 -0.53851
C -4.15217 1.10569 -5.42057
C -3.39177 0.97825 -4.13094
C -3.97697 0.47537 -2.97314
C -3.25598 0.32191 -1.80570
C -1.90013 0.66927 -1.70938
N -1.11095 0.35580 -0.59067
C -1.74536 -0.07612 0.60685
C -2.53115 -1.22430 0.70731
C -3.06133 -1.62007 1.92279
C -2.80998 -0.90503 3.09428
C -3.38015 -1.33359 4.41603
C -1.98757 0.20880 3.00646
C -1.47031 0.61108 1.78289
N -0.57080 1.71207 1.74409
C -0.58568 2.81506 2.51882
C 0.55198 3.53602 2.24928
C 1.22495 2.79109 1.28102
N 0.54633 1.69017 0.97744
C -1.36792 1.32508 -2.83424
C -2.08306 1.41553 -4.02585
N -0.13886 2.05091 -2.78194
C 0.16477 3.15230 -3.50805
C 1.35317 3.65826 -3.04292
C 1.70567 2.81565 -1.99277
N 0.79587 1.86031 -1.82968
H -5.00764 0.43304 -5.44197
H -3.51915 0.87506 -6.27710
H -4.52792 2.12185 -5.55199
H -5.01905 0.18088 -2.98421
H -3.76712 -0.07567 -0.94492
H -2.72826 -1.80824 -0.18234
H -3.67875 -2.50925 1.96672
H -3.80371 -2.33465 4.35878
H -4.17380 -0.65530 4.73310
H -2.61570 -1.33065 5.19344
H -1.70750 0.74226 3.90668
H -1.41085 3.00570 3.18337
H 0.85015 4.47378 2.68254
H 2.16196 2.99597 0.79565
H -1.60649 1.85519 -4.89302
H -0.50355 3.52069 -4.26440
H 1.87815 4.52468 -3.40290
H 2.57849 2.83870 -1.36233
N 0.02157 -3.52287 1.25623
C 0.40661 -2.96076 2.46944
C 0.36757 -3.45334 3.76876
C 0.81537 -2.60208 4.75729
C 1.28925 -1.31142 4.46234
C 1.33241 -0.83159 3.17045
C 0.87276 -1.68038 2.16498
N 0.75210 -1.48852 0.79165
C 0.22886 -2.60126 0.30416
C -0.08520 -2.65832 -1.11521
C -0.62143 -3.63171 -1.89227
S -0.71502 -3.09385 -3.51111
C -0.03677 -1.60619 -3.07228
N 0.24574 -1.50203 -1.80035
H -0.36418 -4.44284 1.12210
H 0.00862 -4.44757 3.99744
H 0.80835 -2.93705 5.78549
H 1.63579 -0.68590 5.27404
H 1.70133 0.15719 2.93715
H -0.95599 -4.61634 -1.60908
H 0.15816 -0.82031 -3.78614
O 2.65063 0.42373 0.57529
N 3.90764 0.38307 0.09515
C 4.90278 0.72345 0.94319
C 6.19915 0.64416 0.51876
C 6.46334 0.20544 -0.78295
C 5.43030 -0.14012 -1.61996
C 4.11285 -0.04944 -1.16113
S 2.69546 -0.45332 -2.04236
H 4.57748 1.03405 1.92418
H 6.99450 0.91549 1.19643
H 7.48454 0.13629 -1.13153
H 5.60615 -0.48601 -2.62818
```

The energy above the lowest of the compared OMol25 structures with the same formula, charge and spin comes out at 0.0 kcal/mol. As for the charge: +2. For the orbital gap (spin up / spin down), the calculation gives 7.0 / 6.6 eV. The calculation puts the HOMO energy (spin up / spin down) at -12.380 / -12.620 eV. The value obtained for the energy is -2793.44500 hartree. Its multiplicity is 2.

Here are the Mulliken charges for atoms 1 to 4, given in e: atom 1 (Re): 2.0778, atom 2 (C): -1.6007, atom 3 (C): 0.1598, atom 4 (C): -1.3148